Entry 1:
{"formula": "C59H174N30O23", "method": "ωB97M-V/def2-TZVPD", "lumo_energy_ev": 0.29, "orbital_gap_ev": 8.92, "e_homo_ev": -8.63, "e_tot_ha": -5725.8388, "mol_weight_g_mol": 1672.228, "species": ["C", "C", "C", "O", "C", "N", "H", "H", "H", "H", "H", "H", "H", "H", "H", "H", "H", "C", "C", "C", "O", "C", "N", "H", "H", "H", "H", "H", "H", "H", "H", "H", "H", "H", "C", "C", "C", "O", "C", "N", "H", "H", "H", "H", "H", "H", "H", "H", "H", "H", "H", "C", "C", "C", "O", "C", "N", "H", "H", "H", "H", "H", "H", "H", "H", "H", "H", "H", "C", "C", "C", "O", "C", "N", "H", "H", "H", "H", "H", "H", "H", "H", "H", "H", "H", "C", "C", "C", "O", "C", "N", "H", "H", "H", "H", "H", "H", "H", "H", "H", "H", "H", "C", "C", "C", "O", "C", "N", "H", "H", "H", "H", "H", "H", "H", "H", "H", "H", "H", "C", "C", "C", "O", "C", "N", "H", "H", "H", "H", "H", "H", "H", "H", "H", "H", "H", "C", "C", "C", "O", "C", "N", "H", "H", "H", "H", "H", "H", "H", "H", "H", "H", "H", "C", "C", "C", "O", "C", "N", "H", "H", "H", "H", "H", "H", "H", "H", "H", "H", "H", "C", "O", "N", "N", "H", "H", "H", "H", "C", "O", "N", "N", "H", "H", "H", "H", "C", "O", "N", "N", "H", "H", "H", "H", "C", "O", "N", "N", "H", "H", "H", "H", "C", "O", "N", "N", "H", "H", "H", "H", "C", "O", "N", "N", "H", "H", "H", "H", "C", "O", "N", "N", "H", "H", "H", "H", "C", "O", "N", "N", "H", "H", "H", "H", "C", "O", "N", "N", "H", "H", "H", "H", "C", "O", "N", "N", "H", "H", "H", "H", "C", "C", "C", "O", "H", "H", "H", "H", "H", "H", "H", "H", "C", "C", "C", "O", "H", "H", "H", "H", "H", "H", "H", "H", "C", "C", "C", "O", "H", "H", "H", "H", "H", "H", "H", "H"], "xyz": [[-3.03, 3.85, -1.97], [-4.18, 4.27, -0.99], [-4.11, 3.44, 0.32], [-5.21, 3.72, 1.15], [-5.19, 3.08, 2.38], [-4.00, 5.65, -0.57], [-3.10, 2.82, -2.38], [-2.11, 3.97, -1.42], [-2.99, 4.63, -2.77], [-5.17, 4.20, -1.42], [-3.19, 3.74, 0.80], [-4.08, 2.37, 0.07], [-6.01, 3.52, 2.96], [-4.22, 3.38, 2.83], [-5.31, 1.98, 2.28], [-4.72, 5.98, 0.07], [-4.00, 6.30, -1.36], [2.22, -3.63, -5.40], [3.48, -4.42, -5.19], [4.44, -4.14, -6.34], [3.96, -4.56, -7.60], [4.93, -4.35, -8.56], [4.19, -4.00, -4.00], [1.40, -4.08, -4.85], [1.96, -3.76, -6.45], [2.34, -2.59, -5.11], [3.23, -5.48, -5.18], [5.42, -4.55, -6.13], [4.58, -3.04, -6.38], [4.55, -4.82, -9.47], [5.86, -4.82, -8.25], [5.19, -3.26, -8.77], [4.93, -4.65, -3.73], [3.51, -3.83, -3.26], [5.72, 1.56, 5.13], [4.47, 2.06, 4.43], [3.37, 1.80, 5.39], [2.23, 2.33, 4.85], [1.61, 1.44, 3.91], [4.65, 3.45, 4.20], [5.72, 0.49, 5.30], [5.91, 2.14, 6.04], [6.52, 1.79, 4.41], [4.32, 1.35, 3.56], [3.69, 2.38, 6.25], [3.27, 0.75, 5.68], [2.25, 1.32, 3.04], [0.60, 1.79, 3.63], [1.45, 0.43, 4.33], [3.81, 3.83, 3.77], [5.38, 3.63, 3.49], [4.82, 3.98, -7.56], [4.96, 4.29, -6.04], [3.65, 4.30, -5.33], [2.68, 5.21, -5.88], [3.13, 6.52, -5.87], [5.78, 3.31, -5.25], [5.70, 4.27, -8.16], [3.95, 4.54, -7.93], [4.66, 2.92, -7.73], [5.44, 5.24, -5.84], [3.69, 4.67, -4.30], [3.29, 3.29, -5.31], [3.93, 6.92, -6.54], [3.41, 6.76, -4.82], [2.24, 7.09, -6.11], [6.70, 3.34, -5.69], [5.38, 2.38, -5.44], [0.16, 9.87, -4.74], [-0.59, 8.61, -5.17], [-0.49, 7.55, -4.04], [0.83, 7.13, -3.80], [0.93, 6.18, -2.80], [-1.99, 8.93, -5.36], [1.11, 9.48, -4.38], [-0.33, 10.35, -3.89], [0.26, 10.63, -5.49], [-0.06, 8.18, -6.04], [-1.14, 6.67, -4.31], [-0.93, 7.96, -3.11], [0.73, 6.48, -1.76], [1.98, 5.85, -2.84], [0.30, 5.28, -2.97], [-2.45, 8.20, -5.86], [-2.15, 9.83, -5.81], [-1.62, -5.94, 4.63], [-2.45, -5.84, 3.36], [-3.28, -7.12, 3.13], [-2.40, -8.01, 2.52], [-2.92, -9.37, 2.48], [-3.37, -4.69, 3.48], [-2.29, -6.17, 5.45], [-1.13, -5.00, 4.83], [-0.90, -6.77, 4.49], [-1.68, -5.72, 2.53], [-4.06, -6.82, 2.41], [-3.72, -7.54, 4.02], [-3.08, -9.71, 3.55], [-2.30, -10.06, 1.93], [-3.90, -9.36, 2.01], [-3.82, -4.54, 2.60], [-2.87, -3.85, 3.79], [-3.84, -0.80, -4.96], [-5.17, -1.45, -5.42], [-5.23, -2.91, -4.97], [-3.97, -3.54, -5.07], [-4.14, -4.92, -5.04], [-6.32, -0.72, -4.91], [-3.89, -0.59, -3.86], [-3.70, 0.14, -5.47], [-2.96, -1.43, -5.22], [-5.23, -1.42, -6.53], [-5.91, -3.50, -5.59], [-5.57, -2.98, -3.90], [-4.35, -5.23, -3.97], [-3.25, -5.45, -5.44], [-5.02, -5.21, -5.61], [-6.25, 0.26, -5.17], [-7.24, -1.04, -5.23], [-1.01, 4.59, 3.27], [-1.73, 5.74, 2.56], [-1.82, 6.91, 3.45], [-0.53, 7.31, 3.83], [-0.50, 8.28, 4.84], [-1.09, 5.99, 1.26], [-1.65, 4.16, 4.00], [-0.07, 4.96, 3.67], [-0.85, 3.92, 2.42], [-2.81, 5.47, 2.42], [-2.41, 6.58, 4.33], [-2.26, 7.87, 3.10], [-0.76, 7.94, 5.85], [-1.15, 9.14, 4.62], [0.56, 8.58, 4.89], [-1.80, 5.90, 0.51], [-0.79, 6.97, 1.17], [3.71, -4.86, -0.12], [3.38, -3.32, -0.13], [4.71, -2.58, -0.08], [4.52, -1.14, 0.09], [5.56, -0.30, -0.31], [2.65, -2.98, -1.35], [4.31, -5.07, -1.01], [2.83, -5.49, -0.19], [4.27, -5.15, 0.77], [2.78, -3.08, 0.74], [5.21, -2.65, -1.05], [5.34, -2.92, 0.74], [5.21, 0.70, -0.11], [5.90, -0.43, -1.34], [6.44, -0.45, 0.33], [2.67, -1.97, -1.44], [1.68, -3.28, -1.33], [-0.95, 1.40, 0.04], [-0.08, 0.18, 0.60], [-0.91, -1.09, 0.64], [-0.24, -2.05, 1.36], [-0.64, -3.34, 1.04], [1.09, -0.06, -0.16], [-1.36, 0.99, -0.90], [-0.35, 2.29, -0.15], [-1.74, 1.68, 0.74], [0.04, 0.41, 1.68], [-1.09, -1.46, -0.37], [-1.90, -0.89, 1.04], [-0.25, -4.05, 1.74], [-0.33, -3.58, 0.03], [-1.72, -3.48, 1.10], [1.67, -0.81, 0.17], [1.63, 0.80, -0.17], [-4.74, -3.85, -0.45], [-4.29, -4.67, 0.40], [-5.97, -3.33, -0.34], [-3.93, -3.42, -1.38], [-6.08, -2.37, -0.63], [-6.34, -3.60, 0.54], [-3.09, -3.89, -1.68], [-4.21, -2.73, -2.09], [3.06, 5.28, 1.64], [4.21, 5.09, 1.28], [2.92, 6.07, 2.72], [2.07, 4.72, 1.04], [2.02, 6.40, 3.05], [3.76, 6.60, 2.88], [1.10, 4.85, 1.27], [2.35, 3.89, 0.50], [-0.82, -5.39, -1.50], [-1.33, -4.57, -2.21], [0.51, -5.61, -1.58], [-1.48, -5.97, -0.54], [0.89, -5.41, -2.48], [0.91, -6.37, -1.01], [-2.45, -5.73, -0.51], [-1.07, -6.55, 0.19], [1.37, -7.94, 1.62], [0.91, -7.81, 0.49], [0.55, -8.06, 2.68], [2.68, -8.01, 1.82], [-0.43, -8.09, 2.43], [0.87, -8.11, 3.65], [3.25, -8.17, 1.00], [3.06, -8.11, 2.74], [3.42, -1.75, 3.43], [2.66, -2.34, 4.17], [4.74, -1.83, 3.67], [2.87, -1.24, 2.36], [5.11, -0.94, 3.40], [4.95, -2.10, 4.62], [1.91, -1.55, 2.27], [3.34, -0.69, 1.63], [2.38, -5.92, 4.86], [2.21, -7.13, 4.83], [2.59, -5.24, 5.97], [2.45, -5.24, 3.70], [2.51, -5.70, 6.86], [2.54, -4.22, 5.95], [2.30, -4.23, 3.73], [2.05, -5.68, 2.87], [7.99, 3.58, 1.36], [9.14, 3.17, 1.26], [7.63, 4.49, 2.43], [7.03, 3.14, 0.50], [7.04, 5.28, 2.11], [8.51, 4.81, 2.83], [6.05, 3.38, 0.47], [7.43, 2.61, -0.26], [-5.13, -4.40, 6.69], [-5.03, -3.25, 6.30], [-5.72, -4.58, 7.91], [-4.66, -5.42, 5.90], [-6.27, -5.40, 8.09], [-6.07, -3.70, 8.26], [-4.17, -5.11, 5.07], [-4.40, -6.34, 6.23], [3.55, 2.92, -1.60], [2.97, 2.57, -0.60], [4.42, 3.94, -1.56], [3.50, 2.16, -2.69], [4.25, 4.50, -0.76], [5.09, 4.20, -2.23], [4.12, 2.32, -3.46], [2.92, 1.35, -2.75], [0.34, -2.07, 7.00], [1.39, -2.57, 7.41], [-0.65, -1.71, 7.94], [0.09, -1.99, 5.67], [-1.64, -1.53, 7.72], [-0.60, -2.38, 8.73], [-0.79, -1.67, 5.28], [0.97, -1.91, 5.18], [-4.82, 0.13, 4.84], [-3.62, -0.69, 4.21], [-2.59, 0.32, 3.73], [-2.96, -1.46, 5.22], [-4.37, 0.85, 5.52], [-5.50, -0.49, 5.45], [-5.39, 0.56, 4.03], [-3.94, -1.26, 3.35], [-1.93, -0.19, 3.03], [-1.96, 0.84, 4.46], [-3.04, 1.11, 3.09], [-3.60, -2.14, 5.46], [-0.60, -0.22, -4.19], [0.68, 0.55, -4.12], [0.45, 2.04, -3.88], [1.61, 0.03, -3.14], [-1.15, 0.24, -4.99], [-1.18, -0.11, -3.29], [-0.58, -1.31, -4.37], [1.23, 0.31, -5.05], [-0.21, 2.48, -4.64], [1.36, 2.63, -4.04], [0.01, 2.19, -2.87], [1.14, -0.22, -2.32], [-8.78, -0.14, -1.85], [-7.39, 0.39, -1.58], [-7.22, 0.89, -0.16], [-6.43, -0.59, -1.87], [-8.98, -1.03, -1.26], [-8.91, -0.43, -2.91], [-9.51, 0.67, -1.76], [-7.17, 1.21, -2.24], [-7.83, 1.77, 0.09], [-6.19, 1.24, -0.09], [-7.45, 0.05, 0.53], [-6.47, -0.60, -2.88]]}

=====

Entry 2:
{"formula": "C4H13NO3", "method": "ωB97M-V/def2-TZVPD", "de_lowest_kcal_mol": 81.43, "lumo_energy_ev": 0.77, "orbital_gap_ev": 10.15, "e_homo_ev": -9.37, "e_tot_ha": -440.5854, "mol_weight_g_mol": 123.152, "species": ["C", "O", "C", "C", "C", "O", "N", "H", "H", "H", "H", "H", "H", "H", "H", "H", "H", "H", "H", "H", "O"], "xyz": [[-0.98, 2.40, -1.43], [-2.22, 2.92, -0.91], [-0.55, 1.18, -0.44], [0.38, 0.13, -0.97], [-0.12, -1.30, -0.39], [-0.23, -1.27, 1.02], [-0.04, 1.54, 0.91], [-1.07, 2.17, -2.44], [-0.19, 3.14, -1.50], [-2.18, 3.88, -0.88], [-1.47, 0.65, -0.20], [1.35, 0.00, -0.43], [0.42, 0.03, -1.99], [0.61, -1.96, -0.64], [-1.05, -1.60, -1.04], [-0.66, 1.92, 1.46], [-0.03, -0.53, 1.60], [0.67, 2.26, 0.72], [3.26, -4.27, 2.45], [3.72, -4.73, 1.16], [3.01, -4.93, 1.74]]}

=====

Entry 3:
{"formula": "C31H37I2N3NiO2", "method": "ωB97M-V/def2-TZVPD", "lumo_energy_ev": [-1.89, -1.88], "orbital_gap_ev": [6.35, 6.36], "e_homo_ev": [-8.24, -8.24], "e_tot_ha": -3622.0083, "mol_weight_g_mol": 796.157, "species": ["Ni", "C", "C", "C", "C", "C", "C", "C", "C", "C", "C", "C", "C", "N", "C", "O", "C", "C", "C", "C", "C", "N", "C", "O", "N", "C", "C", "C", "C", "C", "C", "C", "C", "C", "C", "C", "C", "H", "H", "H", "H", "H", "H", "H", "H", "H", "H", "H", "H", "H", "H", "H", "H", "H", "H", "H", "H", "H", "H", "H", "H", "H", "H", "H", "H", "H", "H", "H", "H", "H", "H", "H", "H", "H", "I", "I"], "xyz": [[-0.43, -0.51, 0.44], [-5.41, 1.64, -1.15], [-4.26, 0.64, -1.30], [-4.70, -0.59, -2.10], [-3.04, 1.29, -1.92], [-3.12, 1.80, -3.21], [-2.02, 2.37, -3.83], [-0.81, 2.44, -3.15], [-0.69, 1.95, -1.86], [0.62, 2.10, -1.10], [0.58, 3.40, -0.28], [1.86, 2.05, -1.98], [-1.82, 1.38, -1.24], [-1.67, 0.83, 0.06], [-2.28, 1.39, 1.13], [-3.08, 2.32, 1.17], [-1.83, 0.68, 2.39], [-2.30, 0.79, 3.68], [-1.73, -0.01, 4.66], [-0.69, -0.90, 4.36], [-0.25, -0.95, 3.05], [-0.83, -0.16, 2.14], [0.90, -1.75, 2.46], [1.60, -2.46, 3.16], [1.03, -1.44, 1.14], [2.28, -1.60, 0.49], [3.42, -0.99, 1.04], [4.64, -1.15, 0.38], [4.74, -1.84, -0.81], [3.59, -2.37, -1.38], [2.36, -2.26, -0.75], [1.14, -2.82, -1.44], [0.24, -1.70, -1.97], [0.43, -3.90, -0.63], [3.39, -0.09, 2.26], [4.23, -0.65, 3.40], [3.81, 1.34, 1.89], [-6.27, 1.16, -0.67], [-5.74, 2.00, -2.13], [-5.10, 2.49, -0.55], [-3.99, 0.29, -0.30], [-5.04, -0.31, -3.10], [-5.52, -1.11, -1.60], [-3.87, -1.30, -2.22], [-4.06, 1.74, -3.75], [-2.10, 2.75, -4.84], [0.05, 2.88, -3.64], [0.71, 1.28, -0.38], [0.51, 4.26, -0.94], [1.48, 3.50, 0.33], [-0.29, 3.42, 0.38], [1.98, 2.97, -2.57], [1.84, 1.21, -2.67], [2.76, 1.95, -1.36], [-3.10, 1.48, 3.89], [-2.09, 0.05, 5.68], [-0.23, -1.53, 5.10], [5.53, -0.69, 0.81], [5.70, -1.95, -1.30], [3.65, -2.89, -2.33], [1.50, -3.31, -2.35], [-0.08, -0.95, -1.22], [-0.68, -2.07, -2.43], [0.78, -1.08, -2.68], [-0.04, -3.51, 0.26], [1.15, -4.66, -0.32], [-0.33, -4.40, -1.24], [2.36, -0.01, 2.61], [5.29, -0.72, 3.11], [3.89, -1.64, 3.68], [4.17, 0.00, 4.28], [4.85, 1.37, 1.55], [3.72, 1.99, 2.76], [3.19, 1.74, 1.09], [-2.83, -2.44, 0.80], [-3.65, -4.22, -0.98]]}

=====

Entry 4:
{"formula": "C27H23N2O2", "method": "ωB97M-V/def2-TZVPD", "de_lowest_kcal_mol": 75.07, "lumo_energy_ev": -4.73, "charge": 1, "orbital_gap_ev": 6.04, "e_homo_ev": -10.77, "e_tot_ha": -1302.2968, "mol_weight_g_mol": 407.493, "species": ["C", "C", "N", "N", "C", "C", "C", "C", "C", "H", "H", "H", "H", "H", "H", "C", "O", "C", "C", "C", "C", "C", "C", "C", "C", "C", "O", "C", "C", "C", "C", "C", "C", "C", "C", "C", "C", "H", "H", "H", "H", "H", "H", "H", "H", "H", "H", "H", "H", "H", "H", "H", "H", "H"], "xyz": [[2.01, 0.82, -1.69], [2.79, 0.33, -2.84], [3.43, -0.14, -3.72], [2.91, 1.91, -1.08], [2.45, 3.18, -0.85], [3.22, 4.11, -0.16], [4.51, 3.78, 0.28], [5.03, 2.54, -0.10], [4.25, 1.67, -0.86], [1.14, 1.35, -2.03], [1.48, 3.43, -1.30], [2.81, 5.11, 0.03], [5.12, 4.48, 0.86], [6.04, 2.23, 0.14], [4.68, 0.78, -1.33], [-2.33, -3.12, -5.92], [-0.97, -3.29, -5.50], [-0.62, -2.81, -4.28], [0.76, -2.86, -3.92], [1.19, -2.19, -2.77], [0.37, -1.33, -2.03], [1.05, -0.34, -1.07], [0.23, 0.02, 0.16], [0.97, 0.06, 1.33], [0.43, 0.53, 2.52], [-0.92, 0.90, 2.56], [-1.42, 1.37, 3.77], [-2.40, 0.67, 4.48], [-2.03, 0.35, 5.80], [-2.87, -0.49, 6.55], [-4.08, -0.94, 6.00], [-4.46, -0.53, 4.72], [-3.63, 0.29, 3.95], [-1.69, 0.85, 1.40], [-1.12, 0.38, 0.22], [-1.01, -1.54, -2.22], [-1.52, -2.21, -3.34], [-2.34, -3.56, -6.91], [-3.03, -3.65, -5.27], [-2.61, -2.06, -5.98], [1.45, -3.42, -4.54], [2.25, -2.29, -2.49], [1.99, -0.85, -0.73], [2.02, -0.25, 1.34], [1.02, 0.58, 3.44], [-1.07, 0.71, 6.20], [-2.56, -0.78, 7.56], [-4.72, -1.60, 6.59], [-5.40, -0.85, 4.30], [-3.91, 0.64, 2.97], [-2.72, 1.15, 1.43], [-1.75, 0.38, -0.65], [-1.78, -1.18, -1.54], [-2.60, -2.33, -3.53]]}

=====

Entry 5:
{"formula": "C2H7NS2", "method": "ωB97M-V/def2-TZVPD", "de_lowest_kcal_mol": 26.03, "lumo_energy_ev": 0.07, "orbital_gap_ev": 9.18, "e_homo_ev": -9.11, "e_tot_ha": -931.4821, "mol_weight_g_mol": 109.219, "species": ["C", "N", "H", "H", "H", "C", "S", "S", "H", "H", "H", "H"], "xyz": [[1.70, -0.46, 0.68], [1.16, -0.48, 1.82], [1.89, -1.37, 0.12], [1.91, 0.49, 0.18], [0.96, 0.45, 2.16], [-1.34, -0.74, -0.75], [-0.65, 0.58, -1.78], [-1.28, 2.27, -0.57], [-2.23, -1.22, -1.15], [-0.60, -1.55, -0.80], [-1.50, -0.43, 0.27], [0.00, 2.44, -0.20]]}

=====

Entry 6:
{"formula": "C2H2ClIO", "method": "ωB97M-V/def2-TZVPD", "de_lowest_kcal_mol": 30.56, "lumo_energy_ev": 0.16, "orbital_gap_ev": 9.59, "e_homo_ev": -9.43, "e_tot_ha": -910.4634, "mol_weight_g_mol": 204.394, "species": ["C", "C", "O", "Cl", "I", "H", "H"], "xyz": [[0.55, -0.91, -1.35], [1.12, 0.34, -0.04], [-0.08, -1.83, -0.92], [0.83, 2.03, -0.49], [3.16, -0.04, 0.10], [0.80, -0.99, -2.39], [0.47, 0.00, 0.84]]}